Computed, not measured: C42H31GeN6O2SeTi as an isolated structure, with ωB97M-V/def2-TZVPD.

Computed properties:
* expectation value of S²: 0.773
* highest occupied orbital energy (spin up / spin down): -5.96 / -7.25 eV
* E_tot: -7425.93699 Ha

```
! RIJCOSX wB97M-V def2-TZVPD def2/J DEFGRID3
* xyz 0 2
Se -0.7315 0.2075 -2.7460
Ge -0.3222 2.1451 0.0839
Ti 0.7134 -1.6862 0.0539
O 3.0718 -5.1367 0.5578
O -0.3099 -1.7577 1.6501
N 1.3628 -3.0660 -1.7387
N -0.6532 -1.1263 -1.4716
N -2.1763 -0.4941 -3.5382
N 1.6776 -0.5820 1.3907
N 2.1668 -3.0026 0.7374
N -0.1048 1.8666 2.0639
C 0.9789 -3.0348 -3.0203
C 3.7012 -1.5624 4.3530
C 2.7185 -2.6545 1.9870
C 3.3005 0.7742 -1.9342
C -3.1318 2.5700 0.3616
C -3.9710 -0.0516 0.6108
C 1.1339 -4.1084 -3.8758
C 3.9805 -2.8777 4.0141
C -1.9677 -3.1466 -1.0300
C 2.1785 3.0398 -0.8757
C -0.4593 2.8328 2.9319
C -0.2387 0.5674 2.4238
C 2.4471 -4.1710 0.1359
C 1.6912 -5.2810 -3.3873
C -1.4374 5.5902 -1.9791
C -0.9809 6.6779 -1.2509
C -1.2317 4.3032 -1.5050
C -0.8130 0.2304 3.6502
C 3.5008 -3.4354 2.8326
C 1.4491 1.8538 -0.7722
C -2.4792 -1.6355 -2.8895
C -0.5604 4.0695 -0.3036
C -4.8963 0.9750 0.7164
C 2.4337 -1.3302 2.3335
C 1.9335 -4.1918 -1.2861
C -3.0139 -3.9576 -1.4255
C -1.1775 1.2256 4.5272
C -3.7988 -3.6240 -2.5389
C -1.6722 -1.9895 -1.7648
C 2.9309 -0.7786 3.5002
C 2.0625 0.7223 -1.3154
C -2.6331 0.2304 0.3780
C -0.3017 6.4668 -0.0597
C -2.1960 1.5427 0.2174
C -0.0878 5.1755 0.4009
C -4.4685 2.2870 0.6084
C 3.9979 1.9699 -2.0223
C -3.5478 -2.4802 -3.2599
C 3.4323 3.1027 -1.4700
C -0.9722 2.5596 4.1728
C 0.2840 -0.4994 1.5794
C 2.1047 -5.3211 -2.0683
H -4.1550 -2.2031 -4.1108
H -1.2379 3.3715 4.8325
H -5.1740 3.1018 0.7095
H 0.5354 -2.1129 -3.3716
H 2.5647 -6.1874 -1.6166
H 1.7703 3.9659 -0.4957
H -4.6194 -4.2690 -2.8238
H -0.3588 3.8494 2.5858
H -0.9318 -0.8184 3.8781
H -2.8351 3.6059 0.2843
H 4.5847 -3.4861 4.6744
H -5.9406 0.7544 0.8961
H 0.8075 -4.0205 -4.9019
H 0.4974 5.0504 1.3051
H -1.1456 7.6840 -1.6129
H -3.2379 -4.8526 -0.8600
H 3.7251 -0.1405 -2.3268
H 1.7055 -0.2987 -1.2506
H -1.6120 0.9754 5.4859
H 1.8064 -6.1450 -4.0283
H -1.4017 -3.3968 -0.1355
H -1.9587 5.7411 -2.9151
H -1.6134 3.4667 -2.0830
H 4.0888 -1.1430 5.2726
H 2.7196 0.2601 3.7276
H 3.7221 -4.4568 2.5706
H -1.9360 -0.5824 0.3532
H -4.2792 -1.0841 0.7138
H 3.9523 4.0510 -1.5073
H 0.0732 7.3080 0.5086
H 4.9665 2.0089 -2.5020
*
```

Computed, not measured: C42H32BrCl3CrN8O8SSe as an isolated structure, with ωB97M-V/def2-TZVPD.

Computed properties:
* expectation value of S²: 0.765
* highest occupied orbital energy (spin up / spin down): -5.30 / -5.26 eV
* E_tot: -10458.57535 Ha

```
! RIJCOSX wB97M-V def2-TZVPD def2/J DEFGRID3
* xyz -1 2
Br 3.4645 -6.6776 2.5589
Se 4.7934 -1.6289 -2.0782
Cr 0.5515 0.2764 0.1163
Cl -8.3752 -0.7771 -3.6220
Cl -8.9713 0.5934 1.5306
Cl -4.8761 0.2976 -7.2739
S -2.0489 -0.6240 -7.0926
O -0.9779 -0.0820 1.4428
O 1.8156 -0.6159 1.1531
O -0.6811 1.3120 -0.8624
O -4.3994 1.0356 -3.2297
O 3.4320 -1.2743 2.5265
O 0.3106 -1.2126 -1.0757
O 0.7107 1.9107 1.3085
O 0.7881 -0.6980 -3.2213
N -2.6578 -1.8143 -0.5984
N 3.4139 -1.0196 -1.1758
N 2.0932 0.9496 -1.2025
N -4.2151 -1.7775 -2.1677
N 4.9839 -0.1900 -3.0923
N -3.8262 2.0860 1.7106
N -2.5642 0.7190 5.7882
N -0.4560 -0.7971 3.5278
C -3.7679 -2.4907 -0.1478
C -1.3059 2.4295 -0.6280
C 2.2965 -5.2548 2.0732
C -3.1131 1.4828 2.3964
C -3.0588 0.8903 -5.2777
C -3.3570 0.2784 -6.4566
C -1.7102 0.6116 -4.8865
C -0.9679 3.3154 0.4189
C -5.8103 0.6804 -0.9055
C -7.6638 -0.1348 -2.1525
C 2.4573 -1.5055 1.8362
C -3.0430 3.9631 -1.3187
C -1.6761 4.5270 0.5544
C -1.0509 -0.1765 -5.7711
C 0.6112 -3.1948 1.3355
C 2.7509 -3.9538 2.1443
C -4.8798 -1.3816 -3.3882
C -6.6068 0.8022 0.2210
C 1.9565 2.1065 -1.7510
C 4.0295 0.6289 -2.7159
C 3.1553 0.1705 -1.6561
C 0.4799 -2.9840 -2.5905
C -4.0166 1.6835 -4.4377
C -4.7400 -2.4924 -1.1105
C -2.3675 2.7841 -1.4894
C -2.6926 4.8639 -0.2989
C 0.3264 3.8335 2.5710
C 0.5576 -1.4986 -2.3084
C -2.9620 -1.4018 -1.7962
C 1.9055 -2.9157 1.7592
C -1.1998 -0.0510 2.6749
C 0.0480 2.9496 1.3890
C -6.3224 0.2203 -2.1181
C 0.1682 -4.5115 1.2951
C -2.4498 0.7600 4.6359
C -5.4299 0.0538 -3.3214
C -2.2483 0.7434 3.2350
C 2.7894 2.6414 -2.7979
C 1.0090 -5.5541 1.6547
C 3.8074 1.9212 -3.2895
C -8.4894 -0.0248 -1.0458
C -7.9425 0.4496 0.1318
H 2.5496 3.6235 -3.1809
H -2.3156 -0.8282 -2.4472
H 1.0392 3.3295 3.2173
H -0.5562 -3.3070 -2.4608
H 1.1296 2.7092 -1.3987
H -3.8765 4.1943 -1.9732
H 0.7375 4.7940 2.2505
H -6.1789 1.1694 1.1462
H -1.2568 0.9693 -3.9665
H -6.0176 0.2162 -4.2281
H -0.8421 -4.7215 0.9643
H -0.0409 -0.5515 -5.6876
H -9.5311 -0.3060 -1.1047
H -2.6556 2.0664 -2.2508
H -5.7400 -2.8972 -1.1420
H 1.0786 -3.5298 -1.8611
H -3.5302 2.6021 -4.1118
H 0.3659 -1.2483 3.1740
H -4.1702 -1.4533 -4.2088
H 0.6758 -6.5823 1.6119
H -3.2369 5.7902 -0.1706
H 0.8111 -3.2042 -3.6046
H -1.4230 5.1967 1.3668
H -3.8090 -2.9190 0.8429
H -0.5983 4.0242 3.1170
H -4.7640 0.9518 -0.8338
H -0.0566 -2.4026 1.0237
H 3.7479 -3.7163 2.4874
H -4.9001 1.9584 -5.0185
H -5.6944 -2.0768 -3.5875
H -0.5598 -0.6872 4.5216
H 4.4478 2.2704 -4.0892
*
```

Computed, not measured: C42H32N3O6P2ReS2Te as an isolated structure at a distorted geometry, with ωB97M-V/def2-TZVPD.

Computed properties:
* expectation value of S²: 3.767
* highest occupied orbital energy (spin up / spin down): -10.16 / -10.07 eV
* E_tot: -4060.44010 Ha

```
! RIJCOSX wB97M-V def2-TZVPD def2/J DEFGRID3
* xyz 1 4
Re -2.0120 0.4386 -1.6252
Te 1.8975 -0.8528 -2.1420
S -0.2477 3.3328 -0.7836
S -1.2282 1.8902 -3.7813
P -0.8016 -1.1343 -0.3464
P 1.2388 1.0244 0.3852
O -1.2774 1.5464 -5.1821
O -2.5672 2.0044 -3.1331
O -0.1484 4.3734 0.1459
O -0.4465 0.9652 -2.9484
O 1.0835 2.4235 -0.6383
O -1.4393 2.5660 -0.7422
N 5.0974 -3.7684 0.1313
N -3.8358 0.1694 -0.7077
N -8.7247 -0.6752 1.2831
C 0.4073 1.5282 1.8759
C 0.4989 5.3161 -4.7862
C -7.6742 -0.4753 0.8395
C -0.4217 3.4183 -3.6070
C 3.5160 0.0457 1.4801
C 5.4650 -2.7294 -0.5510
C -1.4401 1.4609 3.4370
C 2.8321 -3.2940 -0.4763
C 0.7616 -0.3337 -0.4729
C 0.9170 5.8493 -3.5638
C 5.6201 1.1791 1.5389
C 0.0142 -1.8010 2.2250
C -0.6755 -4.4477 -2.9152
C -2.4091 -1.6599 1.8976
C -0.0860 3.9983 -2.3845
C -0.6126 1.9922 4.3974
C 3.8275 2.0996 0.1855
C -0.5616 -5.5184 -2.0397
C -0.6152 -2.8596 -1.0640
C -0.1647 4.0677 -4.8049
C -4.3593 1.0519 0.1617
C -5.8109 -1.1064 -0.6490
C -0.4856 -5.2774 -0.6566
C -6.3548 -0.1684 0.3244
C 5.1738 2.0856 0.5904
C 2.9617 1.0741 0.6574
C 3.8207 -4.0389 0.1834
C -4.5533 -0.8866 -1.0892
C 0.5479 5.2380 -2.3313
C 4.7776 0.1357 1.9767
C -2.6294 -1.7552 3.2448
C -0.2008 -2.0136 3.5681
C 3.2752 -2.1373 -1.1356
C -1.0593 -1.4873 1.3932
C -0.5635 -3.9545 -0.2085
C 1.2884 1.9992 2.9064
C -5.6264 0.9614 0.6905
C -1.5165 -2.0156 4.0124
C 0.7366 2.2170 4.1731
C -0.9581 1.2680 2.1546
C -0.6673 -3.1400 -2.4490
C 4.6225 -1.8044 -1.1253
H 4.9209 -0.8193 -1.4766
H 5.8357 2.8243 0.2048
H -0.3500 -6.1783 0.0092
H -3.9887 -1.5103 -1.7590
H -1.0748 2.1839 5.3766
H 2.3204 2.1589 2.7022
H 0.5145 -2.2724 4.3446
H -0.5785 3.7229 -5.7338
H -0.5722 -3.7620 0.8922
H -1.6723 -2.2922 5.0792
H 1.3035 2.5787 5.0732
H -2.4768 1.2843 3.6689
H -5.9023 1.7351 1.3759
H 1.7696 -3.5940 -0.4180
H 6.6698 1.0287 1.8562
H -1.5939 0.8989 1.3448
H 3.4741 2.8343 -0.4911
H 0.9451 5.7423 -1.4635
H 1.4987 6.7640 -3.5544
H -0.5726 -6.5164 -2.4286
H -6.4561 -1.9844 -0.8905
H -3.1981 -1.4704 1.0836
H 6.5091 -2.5258 -0.5770
H 3.4868 -4.8750 0.8292
H -0.7022 -2.3307 -3.1174
H 5.1947 -0.5863 2.7353
H 0.9669 -1.9941 1.7194
H 2.8414 -0.7101 1.8783
H -0.7163 -4.5561 -3.9939
H -3.6396 -1.8299 3.6043
H -3.7227 1.8982 0.3635
H 0.7596 5.7680 -5.7565
*
```